--- P ---
Molecular formula: C8H15N2O
Method: DFT, wB97M-V/def2-TZVPD

Output
SMILES string   C/C=C/C=C\[C@@](N)(O)C(C)=[NH2+]
Gap between HOMO and LUMO   9.0 eV
Total charge   +1
LUMO   -4.056 eV
HOMO level   -13.1 eV

The geometry in XYZ format:
```
26
Properties=species:S:1:pos:R:3:nbo_charge:R:1
C 2.67584 0.63810 -0.22617 -0.680
C 1.68033 -0.46980 -0.25004 -0.075
C 1.09123 -1.17952 0.76534 -0.213
C 0.26596 -2.30366 0.32538 -0.220
C -0.86867 -1.89439 -0.30907 -0.147
C -1.40881 -0.45308 -0.33626 0.288
N -1.71070 -0.15917 -1.63585 -0.881
O -2.45268 -0.52478 0.61085 -0.692
C -0.38610 0.69102 0.24757 0.492
C -0.63055 1.26753 1.64137 -0.736
N -0.02914 1.53369 -0.71187 -0.763
H 3.04095 0.74477 0.76763 0.236
H 2.40025 1.50583 -0.69064 0.220
H 3.52660 0.27956 -0.82995 0.266
H 1.41387 -0.97757 -1.25755 0.229
H 1.44056 -1.06953 1.76164 0.236
H 0.45976 -3.32248 0.36699 0.252
H -1.51220 -2.51543 -0.94929 0.225
H -2.28479 -0.82546 -2.07217 0.406
H -1.83646 0.76736 -2.09769 0.408
H -2.91243 0.39771 0.63177 0.473
H -1.64505 1.95970 1.61224 0.271
H 0.04050 2.00791 2.15677 0.270
H -0.90897 0.55855 2.34856 0.271
H 0.07471 1.08157 -1.61888 0.444
H 0.47601 2.26154 -0.25070 0.420
```

***

--- Q ---
Molecular formula: C8H15N2O
Method: DFT, wB97M-V/def2-TZVPD

Output
Gap between HOMO and LUMO   8.1 eV
Total charge   +1
LUMO   -4.681 eV
HOMO level   -12.8 eV

The geometry in XYZ format:
```
26
Properties=species:S:1:pos:R:3:nbo_charge:R:1
C 0.55643 2.78794 1.03200 -0.262
C 1.29261 1.67146 1.00024 -0.101
C 0.87344 0.56640 0.28090 0.152
C 2.41130 1.58191 2.02906 -0.607
C -3.16554 -1.46716 -0.89795 -0.627
C 2.05819 -2.38008 -1.23855 -0.447
C -1.03142 0.73446 -0.93603 0.200
C -2.49218 -0.72088 0.32928 -0.061
N 1.19323 -1.73359 -0.24683 -0.129
N 1.21973 -0.57245 0.06854 0.017
O -1.98666 0.62602 -0.13953 -0.421
H 0.90340 3.78535 1.31295 0.227
H -0.21876 2.94875 0.27485 0.183
H 3.14813 1.04152 1.60117 0.210
H 2.03840 1.19190 2.88274 0.228
H 2.68394 2.54407 2.29627 0.231
H -2.50043 -1.11507 -1.84789 0.197
H -2.88810 -2.56031 -0.81923 0.238
H -4.19689 -1.39894 -1.12367 0.244
H 3.11302 -2.04831 -0.98872 0.239
H 1.67135 -1.90399 -2.21742 0.217
H 1.84802 -3.43016 -1.27991 0.244
H -0.81988 1.76047 -1.42837 0.226
H -0.82368 -0.08345 -1.62757 0.173
H -1.69052 -1.28059 0.53656 0.191
H -3.19712 -0.54524 1.14712 0.237
```

***

--- R ---
Molecular formula: C8H15N2O
Method: DFT, wB97M-V/def2-TZVPD

Output
Gap between HOMO and LUMO (spin up / spin down)   8.5 / 8.5 eV
Total charge   +1
LUMO (spin up / spin down)   -3.778 / -3.779 eV
HOMO level (spin up / spin down)   -12.3 / -12.3 eV

The geometry in XYZ format:
```
26
Properties=species:S:1:pos:R:3:nbo_charge:R:1
C -0.49305 0.68845 0.21167 -0.283
C -1.78862 0.14254 -0.01791 0.404
C 0.57917 -0.17024 0.39986 0.206
C -3.07973 -1.71848 -0.35650 0.336
C -0.50274 2.11450 0.18730 -0.663
C 3.56931 -0.70948 -1.13520 -0.614
C -3.85332 0.83875 -0.94701 -0.261
C 2.99739 -0.74371 0.30949 -0.209
N 1.84609 0.12815 0.49727 -0.494
N -3.01161 -2.45026 0.74266 -0.846
O -2.61954 1.13373 -0.34797 -0.504
H 0.38663 -1.25760 0.26169 0.208
H 0.38043 2.65852 -0.01048 0.226
H -0.95521 2.47709 1.07919 0.235
H -1.01542 2.57503 -0.59419 0.253
H 4.62580 -0.97548 -1.12481 0.241
H 2.93763 -1.16186 -1.84142 0.221
H 3.52679 0.27614 -1.42174 0.209
H -4.28456 1.87420 -1.19422 0.212
H -4.51747 0.37114 -0.20820 0.203
H -3.69006 0.40965 -1.92614 0.213
H 3.66719 -0.31255 1.03102 0.212
H 2.71334 -1.74639 0.64183 0.206
H -3.70089 -3.17067 0.83372 0.441
H -2.25022 -2.30211 1.44076 0.440
H 2.16709 1.04468 0.63426 0.407
```

***

Which one is the most stable? From the structures above, P.